Entry 1:
The following is a DFT calculation (ωB97M-V with the def2-TZVPD basis set) of a cluster of 2 separate species, C5H14NO2 in total.

Each line ends with the Löwdin charge.
Positions of all 22 atoms, in Å:
C -0.629 0.738 0.687  -0.190
O -1.978 0.481 0.309  -0.083
C 0.217 0.244 -0.522  -0.250
C 1.675 0.692 -0.410  -0.156
C 2.196 0.130 0.901  -0.182
C 2.517 -1.147 1.076  0.038
N -0.483 0.844 -1.759  0.238
H -0.403 0.043 1.498  0.135
H -0.394 1.748 1.034  0.140
H -2.530 0.147 1.032  0.103
H 0.037 -0.827 -0.493  0.158
H 2.289 0.299 -1.225  0.126
H 1.748 1.778 -0.528  0.126
H 2.348 0.770 1.762  0.113
H 2.761 -1.901 0.342  0.078
H 2.584 -1.388 2.134  0.074
H -1.137 0.215 -2.218  0.173
H 0.268 1.121 -2.398  0.167
H -0.878 1.730 -1.440  0.168
H -4.096 -2.274 0.198  0.051
H -2.893 -1.492 -0.381  0.020
O -3.218 -1.952 0.402  -0.047

Atoms 1-2, force components in eV/Å:
-0.1 -1.7 0.2
0.0 0.8 -0.4

Values from the calculation:
HOMO energy: -13.41 eV
Net charge: +1
E_tot: -403.85119 Eh
LUMO: -3.487 eV


Entry 2:
The following is a DFT calculation (ωB97M-V with the def2-TZVPD basis set) of a cluster of 2 separate species, C5H14NOP in total.

Each line ends with the Löwdin charge.
Positions of all 22 atoms, in Å:
C 2.960 -0.801 -0.068  -0.089
C 1.185 1.726 -0.533  -0.179
C -2.240 -1.698 0.176  -0.241
C -2.609 1.079 0.954  -0.240
C 1.541 -0.631 -0.653  -0.341
N 0.878 0.450 -0.024  -0.050
O -1.346 0.375 -1.364  -0.418
P -2.519 -0.009 -0.550  0.724
H 3.428 -1.678 -0.508  0.067
H 3.568 0.075 -0.286  0.062
H 2.902 -0.925 1.014  0.070
H 1.307 1.750 -1.627  0.086
H 0.411 2.430 -0.232  0.067
H 2.135 2.065 -0.088  0.087
H -3.118 -2.049 0.706  0.026
H -1.389 -1.611 0.853  0.035
H -1.999 -2.394 -0.626  0.035
H -3.452 0.804 1.577  0.028
H -2.703 2.113 0.639  0.031
H -1.667 0.945 1.487  0.035
H 1.625 -0.500 -1.742  0.111
H 0.977 -1.543 -0.441  0.094

Atoms 1-2, force components in eV/Å:
-0.3 0.1 -0.1
0.2 0.5 -0.3

Values from the calculation:
HOMO energy (spin up / spin down): -8.55 / -8.28 eV
Net charge: 0
E_tot: -670.16511 Eh
LUMO (spin up / spin down): -0.986 / 0.514 eV


Per-record maximum force, Eh/bohr: 0.036; 0.035